1.
The following is a quantum chemistry calculation of the ion C10H20NPS with charge +2 at a distorted geometry, from the OMol25 dataset.

Its spin multiplicity is 1. The net charge is +2.

Last column: Löwdin charge in e.
Positions of all 33 atoms, in Å:
H 5.03362 -0.50455 0.76558  0.0399
N -0.98259 1.44752 0.22657  -0.0605
H -3.33619 1.10476 -1.75035  0.1145
C -0.18978 0.22492 -0.15824  -0.2171
S 3.43984 -0.78887 -1.21144  0.7086
C -0.61822 -0.81889 -1.16682  -0.1786
C 0.93986 -0.02543 0.50838  -0.1580
H 2.26095 -3.51456 1.31468  0.0536
H -1.15794 1.88470 -1.86369  0.1842
P 1.79678 -1.48149 -0.10779  0.7437
C -1.77427 2.14026 -0.86345  -0.1141
C -3.08348 1.53262 -0.81466  -0.1678
C -2.07816 1.11524 1.25020  -0.0934
H 1.00069 -2.51008 2.08697  0.0776
H 1.12344 0.64106 1.43463  0.1507
H -4.08722 0.30815 0.89603  0.1568
H -1.54918 0.52130 2.01996  0.1489
H 0.02174 -2.81570 -1.42702  0.1517
C 4.48686 0.08258 0.04484  -0.3769
H -2.42374 2.09117 1.67954  0.1655
H -0.31608 2.09689 0.75641  0.2085
H 1.06206 -1.63779 -2.26831  0.0802
H 2.84460 -1.97698 2.14086  0.1056
H -1.00614 -0.44417 -2.04454  0.1011
C 0.49823 -1.78064 -1.35670  -0.2719
C -3.12772 0.55394 0.37463  -0.1458
H 3.85978 0.72131 0.66641  0.0245
H -3.90530 2.32592 -0.64567  0.1714
H 5.25093 0.67167 -0.59796  0.0942
H -1.60712 3.25812 -0.55699  0.1834
C 1.97335 -2.47570 1.52402  -0.1506
H -2.78935 -0.48947 0.06747  0.1095
H -1.56023 -1.45781 -0.92355  0.1605

***

2.
The following is a quantum chemistry calculation of a structure of composition C32H40N4O9P2SSc, from the OMol25 dataset.

For the relative energy (zero: lowest compared OMol25 entry of this formula, charge and spin), the calculation gives 45.07 kJ/mol. Its spin multiplicity is 1. The net charge is -1.

Last column: Löwdin charge in e.
Positions of all 89 atoms, in Å:
H 2.64739 1.19495 5.76092  0.1084
H 2.48896 -0.15496 8.00568  0.0788
C 0.58877 -2.66726 0.79731  -0.2797
H -1.63544 4.03819 -1.81024  0.0873
C 1.41769 -0.01622 7.85277  -0.0489
C 0.33964 5.41972 4.14980  -0.5440
H -2.40710 -2.30672 -4.19542  0.1109
C 0.36149 -1.68872 2.86465  -0.2662
O -0.90669 1.82231 -0.17045  -0.3582
H 0.91628 -0.14608 8.81193  0.0713
Sc -0.52877 -0.16160 0.58935  0.8605
H 3.80845 -1.48698 0.75554  0.0627
C -1.36088 -0.76674 -2.41940  -0.5530
H -1.45481 -4.07313 2.44126  0.0817
C 1.84274 -2.21122 1.21628  -0.2541
C -2.60919 -1.56659 -2.21392  -0.1540
H 2.13735 3.35337 4.72175  0.1257
H -5.07385 -2.40151 -0.06906  0.0894
O -0.55668 -0.65901 -1.40201  -0.1868
O 0.61677 6.56969 3.85543  0.0541
H 2.48568 -0.67430 4.25110  0.0511
O 3.17557 2.34454 0.77144  -0.2665
H -1.26842 -1.42925 4.24890  0.0625
H 1.07951 -0.81117 7.18303  0.0698
P 2.39465 1.47638 -0.12145  0.3529
H 0.45786 0.56683 -1.98228  0.0914
C -0.63619 3.28988 3.33803  -0.2135
H 3.71412 -1.45469 3.26400  0.0738
C -0.18233 -1.32977 4.21792  -0.0540
H -4.39139 -3.80002 -4.06412  0.0897
H -1.00927 3.96928 7.54860  0.1096
N -1.04597 1.08446 2.51791  0.0105
H 1.78805 0.99706 -2.89598  0.1505
H 3.15228 3.09290 -2.48711  0.0821
H 0.05662 -0.30585 4.51869  0.0583
H -5.72411 -3.83579 -1.95763  0.0937
H -2.17872 -3.24052 1.05638  0.0508
H 3.02400 0.08729 2.75281  0.0705
H 1.24906 -4.00456 -0.74425  0.0715
N 0.18809 4.42573 3.22333  0.1511
C -2.64235 2.14291 3.92318  -0.0290
C 0.11013 2.14561 7.76266  -0.0486
O 1.41226 0.49061 0.47822  -0.3353
O 0.16406 4.12371 0.35616  -0.2632
C 3.11833 -2.27444 0.43185  -0.0514
N 0.98224 1.38645 -2.40862  0.1743
H 0.70738 2.12255 2.15805  0.1085
H 3.64921 -3.22317 0.56760  0.0783
C 1.70386 -1.60432 2.48336  -0.2482
H -2.84206 0.20315 3.00010  0.0784
C -1.65298 -3.08709 1.99929  -0.0829
C -0.36548 -2.32534 1.80952  -0.3502
O -0.79360 3.59318 -1.97424  -0.1344
C 2.78651 -0.87679 3.22051  -0.0361
C 1.55871 3.01567 5.57230  -0.0093
H 2.52253 4.22253 -1.28245  0.0886
C -4.85181 -3.19807 -2.04391  -0.1048
H -2.18930 4.15667 4.53831  0.1213
N 0.18549 5.04684 5.47562  0.1208
C -0.19609 3.36228 7.16759  -0.0305
C 0.32065 -3.54896 -0.39152  -0.0293
H 3.88882 0.01588 -0.75325  0.0610
H -2.35295 -2.56324 2.65226  0.0536
H -3.60184 2.09828 4.41954  0.1062
P -0.12199 3.03429 -0.60283  0.3564
H -0.35834 -4.36499 -0.12854  0.0754
H -0.12582 -3.02157 -1.23661  0.0607
C 2.23988 3.49982 -2.04558  -0.0717
C -0.25464 2.14702 2.65393  -0.0627
H 1.65794 4.01167 -2.81368  0.0797
C -3.00397 -2.35745 -3.29369  -0.0396
C 0.51883 3.80119 6.06113  -0.2643
C 1.12166 1.33489 7.26151  -0.2829
H -0.46455 1.81453 8.62033  0.1058
O 3.31472 0.66150 -1.18874  -0.1421
H 0.18778 5.84992 6.08370  0.1447
O -1.07524 -0.30337 -3.52196  0.0410
H 0.43332 4.66355 2.26344  0.1196
C -1.85717 3.28118 3.99533  0.0119
C -3.36209 -1.55756 -1.02560  -0.5887
C -4.48674 -2.39935 -0.97869  -0.1376
C -4.11006 -3.18126 -3.22162  -0.1048
S -3.09173 -0.51334 0.36095  0.6584
H 0.32772 1.77916 -3.08824  0.1423
C 1.84322 1.79908 6.16524  -0.0370
C 1.42164 2.39977 -1.38746  -0.4973
H 0.22339 -1.99745 4.98841  0.0767
H 2.93715 -2.15532 -0.63956  0.0751
C -2.22124 1.07835 3.14718  -0.1483

***

Asked for HOMO-LUMO gap across the records above, the calculation gives 9.778 6.730 eV in order.
Asked for HOMO energy across the records above, the calculation gives -16.7306 -4.2618 eV in order.